The following is a DFT calculation (ωB97M-V/def2-TZVPD) of the ion C4H4N with charge +1 in a non-equilibrium geometry.

```
9
Properties=species:S:1:pos:R:3:forces:R:3
C 2.18584 -1.28392 0.40205 1.199 0.482 -1.063
N 1.23192 -0.81994 -0.12627 2.693 -1.866 1.940
C 0.02160 -0.46073 -0.08166 -3.093 6.378 0.511
C -0.30015 1.25345 0.20020 0.126 -5.828 -0.681
C -1.07782 0.40224 -0.67261 0.800 1.234 -4.078
H 3.28103 -1.40559 0.62864 -1.560 -0.040 -0.340
H 0.20102 2.03936 0.68625 0.456 0.849 0.188
H -2.09256 0.18419 -0.44813 -0.763 -0.578 0.559
H -1.06059 0.64499 -1.89358 0.143 -0.631 2.964
```
Forces are in eV/Å.

Calculated values
- largest force on an atom (eV/Å) = 7.11
- ΔE to the lowest compared entry with this formula, charge and spin (kcal per mole) = 102.3
- energy (eV) = -5687.220
- lowest unoccupied orbital energy (spin up / spin down) (eV) = -5.72 / -6.74
- net charge = +1
- structure (SMILES) = C#[N+]C1=CC1
- Kohn-Sham gap (spin up / spin down) (eV) = 9.00 / 7.30

In elementary charge units, the Mulliken charges are: 0.16, -0.05, 0.10, -0.31, -0.23, 0.38, 0.45, 0.27, 0.24

The following is a DFT calculation (ωB97M-V/def2-TZVPD) of the molecule C4H4N2 in a non-equilibrium geometry.

```
10
Properties=species:S:1:pos:R:3:forces:R:3
C -0.96444 -0.90902 0.38569 -1.812 0.832 -0.599
C -0.11682 -0.08826 -0.18059 -0.663 -0.966 2.838
C 0.10885 -1.54947 -0.43672 1.059 -0.828 2.665
C 0.56246 1.11963 -0.22006 1.653 3.216 -0.283
N 0.26086 2.24673 0.55948 -1.747 0.764 1.443
N -0.16123 3.08708 1.28099 2.500 -4.475 -3.964
H -1.95531 -0.94404 0.90729 1.386 -0.304 -0.583
H 0.81041 -2.28057 0.12181 -0.571 1.587 -0.839
H 0.03685 -1.75341 -1.43932 -0.689 -1.186 -2.317
H 1.41837 1.07133 -0.97856 -1.118 1.359 1.641
```
Forces are in eV/Å.

Calculated values
- largest force on an atom (eV/Å) = 6.48
- ΔE to the lowest compared entry with this formula, charge and spin (kcal per mole) = 119.1
- energy (eV) = -7187.525
- lowest unoccupied orbital energy (eV) = 0.02
- Kohn-Sham gap (eV) = 7.90

In elementary charge units, the Mulliken charges are: -0.25, 0.17, -0.66, -0.17, 0.35, -0.42, 0.32, 0.17, 0.25, 0.26